Computed, not measured: a structure of composition C17H16FeO6 at a distorted geometry, with ωB97M-V/def2-TZVPD.

```
40
Properties=species:S:1:pos:R:3:lowdin_spin:R:1
C 1.582 2.359 -2.285 -0.0035
C 0.689 1.271 -2.822 0.0386
C -0.644 1.118 -2.201 0.4685
C -1.423 -0.128 -2.396 0.0579
C -2.843 0.195 -2.883 0.0195
C -3.481 1.028 -1.801 0.0008
O -2.683 2.179 -1.400 0.0055
C -1.391 2.334 -1.800 0.0597
O -0.899 3.456 -1.737 0.1178
O 1.094 0.483 -3.702 0.1522
H 1.017 3.298 -2.293 -0.0010
H 1.884 2.142 -1.249 -0.0006
H 2.484 2.424 -2.904 0.0003
H -0.878 -0.821 -3.051 0.0016
H -1.524 -0.599 -1.401 0.0229
H -2.810 0.727 -3.846 0.0004
H -3.394 -0.736 -3.035 0.0020
H -4.427 1.467 -2.127 0.0000
H -3.666 0.434 -0.892 0.0004
O 2.198 -3.151 6.002 0.0516
C 1.907 -2.891 4.902 0.0875
Fe 1.340 -1.843 3.633 1.6277
C 0.466 -0.692 4.677 0.0357
O 0.012 0.302 5.100 0.0097
C 2.627 -0.659 3.769 0.0158
O 3.381 0.223 3.948 -0.0003
C 0.289 0.392 0.011 0.2473
C 1.420 -0.349 -0.368 0.0589
C 2.091 -1.380 0.294 0.2396
C 1.675 -2.226 1.338 0.0610
C 0.318 -2.289 1.807 0.2466
C -0.523 -1.131 1.881 0.1488
C -0.582 -0.012 1.045 0.1475
H 0.235 1.461 -0.255 0.0199
H 1.900 0.001 -1.290 -0.0017
H 3.116 -1.553 -0.077 0.0111
H 2.386 -3.030 1.611 0.0148
H -0.183 -3.263 1.944 0.0222
H -1.314 -1.188 2.663 0.0092
H -1.447 0.648 1.192 0.0043
```

- Kohn-Sham gap (spin up / spin down) (eV) = 5.92 / 6.94
- E (Eh) = -2372.3361
- spin multiplicity = 5
- HOMO energy (spin up / spin down) (eV) = -6.85 / -9.17
- energy relative to the best compared isomer or geometry (same formula, charge and spin) (eV) = 0.000



Computed, not measured: a cluster of 4 separate species, C21H49FN3O13PS in total at a distorted geometry, with ωB97M-V/def2-TZVPD.

```
89
Properties=species:S:1:pos:R:3:lowdin_charge:R:1
O 2.768 3.446 -4.709 0.1413
C 1.651 3.054 -5.106 -0.4039
O 1.375 2.320 -6.323 -0.0098
C 0.394 1.279 -5.965 -0.0988
C -0.102 1.774 -4.503 -0.5378
P 1.102 0.847 -3.346 1.0249
O 0.966 1.340 -1.720 -0.2483
O 0.914 -0.839 -3.545 -0.2824
S -1.820 1.371 -3.934 0.8284
O -1.950 1.868 -2.503 -0.3292
O -2.052 -0.130 -3.969 -0.3078
F -3.041 2.050 -4.868 -0.2196
O 0.350 3.152 -4.489 0.0015
H -0.479 1.102 -6.682 0.1547
H 1.042 0.327 -5.967 0.1368
H 0.319 0.787 -1.213 0.0784
H 1.757 -1.150 -3.979 0.0577
C -7.490 0.373 2.556 -0.1164
O -6.795 0.098 1.350 -0.2002
C -6.953 1.125 0.368 -0.2082
C -5.619 1.833 0.121 -0.2050
N -5.232 2.644 1.277 -0.0525
C -3.859 3.148 1.204 -0.1894
C -2.728 2.110 1.246 -0.2135
O -2.619 1.425 2.491 -0.2077
C -3.446 0.278 2.608 -0.0897
H -7.413 -0.506 3.199 0.0884
H -7.041 1.222 3.080 0.0776
H -8.549 0.570 2.362 0.0869
H -7.741 1.837 0.636 0.1208
H -7.258 0.629 -0.559 0.1194
H -5.711 2.479 -0.758 0.1230
H -4.868 1.064 -0.090 0.1036
H -5.323 2.084 2.118 0.0670
H -3.729 3.821 2.060 0.1189
H -3.751 3.760 0.305 0.1179
H -1.786 2.657 1.126 0.1135
H -2.771 1.403 0.410 0.1022
H -3.608 -0.222 1.649 0.0918
H -4.402 0.547 3.063 0.0725
H -2.954 -0.426 3.283 0.0873
C 5.927 -7.231 -4.542 -0.1145
O 4.520 -7.284 -4.723 -0.2006
C 3.835 -7.854 -3.605 -0.2083
C 2.974 -6.795 -2.914 -0.2076
N 3.807 -5.808 -2.225 -0.0540
C 3.060 -4.639 -1.754 -0.1921
C 2.436 -3.727 -2.822 -0.2229
O 3.393 -3.036 -3.624 -0.1963
C 3.850 -3.762 -4.757 -0.0918
H 6.376 -6.895 -5.479 0.0891
H 6.192 -6.517 -3.759 0.0779
H 6.328 -8.220 -4.300 0.0879
H 4.520 -8.335 -2.900 0.1218
H 3.174 -8.631 -4.005 0.1199
H 2.317 -7.283 -2.187 0.1226
H 2.352 -6.320 -3.681 0.1020
H 4.532 -5.490 -2.858 0.0674
H 3.763 -4.037 -1.168 0.1205
H 2.279 -4.968 -1.065 0.1184
H 1.879 -2.947 -2.293 0.1065
H 1.703 -4.248 -3.446 0.1141
H 3.088 -4.434 -5.160 0.0924
H 4.755 -4.320 -4.506 0.0724
H 4.120 -3.043 -5.533 0.0883
C -0.006 1.798 7.182 -0.1182
O 0.288 1.464 5.834 -0.1985
C -0.646 2.022 4.905 -0.2034
C 0.040 3.072 4.030 -0.1993
N 0.372 4.269 4.806 -0.0516
C 1.244 5.206 4.094 -0.1979
C 2.666 4.729 3.763 -0.2210
O 3.488 4.531 4.909 -0.1812
C 3.378 3.245 5.501 -0.1010
H 0.679 1.241 7.825 0.0875
H 0.147 2.866 7.361 0.0772
H -1.031 1.517 7.440 0.0861
H -1.532 2.431 5.401 0.1252
H -0.978 1.201 4.263 0.1038
H -0.628 3.350 3.209 0.1086
H 0.941 2.615 3.607 0.1053
H 0.838 3.988 5.662 0.0669
H 1.327 6.096 4.727 0.1169
H 0.749 5.522 3.171 0.1151
H 3.148 5.528 3.189 0.1187
H 2.677 3.847 3.114 0.1080
H 3.154 2.465 4.768 0.0890
H 2.621 3.256 6.288 0.0695
H 4.333 3.009 5.974 0.0870
```

- Kohn-Sham gap (eV) = 7.77
- E (Eh) = -2811.0832
- spin multiplicity = 1
- HOMO energy (eV) = -8.43
- energy relative to the best compared isomer or geometry (same formula, charge and spin) (eV) = 1.730



Computed, not measured: a cluster of 2 separate species, C4H9NO in total at a distorted geometry, with ωB97M-V/def2-TZVPD.

```
15
Properties=species:S:1:pos:R:3:lowdin_spin:R:1
C -1.207 1.525 -1.176 0.0266
C -1.046 0.984 0.256 0.1376
C -0.070 1.299 1.047 0.1691
H -1.210 2.632 -1.109 0.0083
H -2.149 1.255 -1.587 0.0000
H -0.422 1.184 -1.865 0.0095
H -1.727 0.411 0.747 0.0053
H -0.207 1.452 2.102 0.0051
H 0.693 1.937 0.647 0.0033
C 1.538 -1.740 -0.269 0.0588
N 0.884 -2.538 0.616 0.0214
O 1.886 -2.115 -1.406 0.5232
H 1.791 -0.733 0.119 0.0309
H 0.628 -3.447 0.323 0.0008
H 0.621 -2.107 1.555 0.0001
```

- Kohn-Sham gap (spin up / spin down) (eV) = 11.47 / 3.87
- E (Eh) = -287.3971
- spin multiplicity = 2
- HOMO energy (spin up / spin down) (eV) = -15.14 / -13.60
- total charge = +1
- energy relative to the best compared isomer or geometry (same formula, charge and spin) (eV) = 2.823



Computed, not measured: a structure of composition C38H39KN2O6S2Si, with ωB97M-V/def2-TZVPD.

```
89
Properties=species:S:1:pos:R:3:lowdin_charge:R:1
K -1.926 -1.924 1.657 0.8098
N -4.110 -2.102 -0.396 -0.0219
C -4.780 -0.997 0.326 -0.2176
C -4.438 -1.094 1.815 -0.7108
O -4.638 -2.243 2.325 -0.1374
N -3.863 -0.040 2.333 0.0075
C -3.564 -0.071 3.765 -0.1711
C -2.078 -0.061 4.265 -0.7001
O -1.874 0.633 5.282 -0.0826
O -1.203 -0.777 3.690 -0.1983
H -4.625 -2.321 -1.241 0.0505
H -4.196 -2.932 0.191 0.0447
H -5.874 -1.056 0.231 0.0992
H -4.443 -0.041 -0.071 0.0862
H -4.025 -0.941 4.252 0.1012
H -3.983 0.824 4.228 0.0913
O 0.169 -1.716 0.254 -0.6020
S 1.236 -0.791 0.749 0.9899
C 2.383 -1.934 1.618 -0.3076
C 2.926 -3.150 0.878 -0.2226
C 1.886 -4.069 0.232 -0.2475
C 0.926 -4.681 1.239 -0.2934
S -0.630 -5.465 0.635 0.9776
O -1.753 -4.532 0.924 -0.5717
C -0.369 -5.288 -1.131 -0.3929
C 0.367 -6.231 -1.832 -0.1051
C 0.578 -6.053 -3.191 -0.0977
C 0.046 -4.942 -3.833 -0.0934
C -0.703 -4.014 -3.121 -0.0610
C -0.922 -4.183 -1.761 -0.0558
C 2.334 -0.467 -0.627 -0.3765
C 3.398 0.404 -0.456 -0.0748
C 4.265 0.633 -1.514 -0.0933
C 4.063 -0.002 -2.733 -0.1176
C 2.977 -0.854 -2.898 -0.0875
C 2.105 -1.085 -1.844 -0.0722
H 1.799 -2.201 2.503 0.0867
H 3.205 -1.305 1.969 0.0870
H 3.543 -3.731 1.575 0.1085
H 3.599 -2.807 0.087 0.1056
H 2.412 -4.865 -0.304 0.1105
H 1.323 -3.498 -0.500 0.0732
H 0.524 -3.929 1.921 0.0822
H 1.413 -5.453 1.841 0.0839
H 0.776 -7.094 -1.317 0.1060
H 1.156 -6.780 -3.749 0.0944
H 0.215 -4.800 -4.893 0.0952
H -1.114 -3.144 -3.618 0.1123
H -1.497 -3.463 -1.190 0.1044
H 3.520 0.928 0.486 0.1202
H 5.086 1.331 -1.399 0.0998
H 4.734 0.191 -3.561 0.0907
H 2.800 -1.329 -3.857 0.0957
H 1.226 -1.709 -1.949 0.1037
O 0.061 1.004 -0.411 -0.3838
Si 0.069 2.561 -0.216 0.4043
C 1.145 3.482 -1.491 -0.1931
C 1.431 4.851 -1.469 -0.1230
C 2.218 5.448 -2.445 -0.1155
C 2.742 4.681 -3.479 -0.1278
C 2.469 3.321 -3.526 -0.1076
C 1.680 2.736 -2.543 -0.0906
C -1.675 3.322 -0.303 -0.1885
C -2.037 4.547 -0.864 -0.1092
C -3.350 5.007 -0.820 -0.1288
C -4.332 4.247 -0.202 -0.1239
C -3.996 3.023 0.366 -0.0901
C -2.688 2.569 0.306 -0.0820
C 0.731 2.986 1.519 -0.1959
C 0.181 2.176 2.526 -0.0844
C 0.480 2.353 3.870 -0.0590
C 1.377 3.352 4.235 -0.1143
C 1.952 4.158 3.261 -0.1326
C 1.623 3.980 1.919 -0.1190
H 1.023 5.469 -0.675 0.0937
H 2.424 6.512 -2.402 0.0868
H 3.357 5.143 -4.244 0.0830
H 2.877 2.713 -4.327 0.0885
H 1.470 1.671 -2.571 0.0891
H -1.289 5.157 -1.360 0.0773
H -3.603 5.963 -1.269 0.0813
H -5.355 4.608 -0.158 0.0831
H -4.735 2.409 0.868 0.0909
H -2.471 1.608 0.758 0.0823
H -0.511 1.383 2.263 0.0846
H -0.017 1.717 4.597 0.0820
H 1.621 3.508 5.281 0.0851
H 2.655 4.934 3.547 0.0792
H 2.093 4.618 1.177 0.0724
```

- Kohn-Sham gap (eV) = 5.38
- E (Eh) = -3718.3258
- spin multiplicity = 1
- HOMO energy (eV) = -1.86
- total charge = -2
- energy relative to the best compared isomer or geometry (same formula, charge and spin) (eV) = 0.806